Record 1
Entry from OMol25: a 7-piece molecular cluster, C33H60FNO26S6 overall at a distorted geometry (ωB97M-V/def2-TZVPD).

ORCA input file:
```
! RIJCOSX wB97M-V def2-TZVPD def2/J DEFGRID3
* xyz 0 1
O -2.44392 -10.44877 -3.38837
C -7.34939 -0.05571 -3.23205
H 0.34166 4.59442 7.42823
H 0.74714 4.82687 0.36493
H -1.42500 -9.93114 -0.32293
O 4.61790 6.25352 -0.87007
H -2.30647 -4.25536 1.91526
N -3.18082 -2.81104 0.62362
C -0.82370 0.64635 -1.67464
H 2.20501 2.44655 0.31810
O -6.51875 1.15351 -6.21280
O 5.75712 7.12659 1.11344
H -1.19037 0.80212 -3.78790
C 0.60524 5.08471 6.49584
C 3.83663 3.44777 3.13876
H -1.98592 -2.70772 -1.57612
H -0.64143 -6.41624 0.99216
C -0.57127 -6.33114 -0.08766
H -5.64291 -3.27201 4.88916
O -5.35391 -2.74795 -0.17711
C -2.27647 -3.93664 0.87484
H 13.21530 5.98328 -1.66280
O -0.17493 -11.12873 -4.08829
O 9.65242 7.84550 -0.49091
H -2.32796 -11.69700 -1.74767
O -5.41401 -1.04524 -5.93717
H -7.09635 -0.37359 -2.22413
O -3.93500 -3.18863 6.05908
C 1.79775 4.60095 0.15461
C 0.49287 2.73032 -0.96253
H 4.72183 4.65631 1.65435
C -3.85980 -4.53696 -0.91127
O -1.66977 6.92916 4.55707
H -7.93916 0.86176 -3.19462
H 1.26277 0.71602 -1.15036
F -4.97505 -7.34559 0.35545
H -1.40450 -3.81903 -2.77941
H -3.31560 -5.00892 -2.94542
H -3.22177 -0.14865 -3.65288
O -3.01358 -4.38241 7.98611
H -2.70512 -1.99599 0.26660
H -3.40507 -2.33697 -4.10745
H -1.68895 -2.18195 -4.36581
H -2.13977 -8.65804 -1.33787
C 12.41859 6.55315 -2.14352
C -8.04505 -1.13671 -4.03418
H 4.80557 3.04367 3.43045
H -4.10820 -3.56496 4.03861
C -4.75640 -5.22155 5.28204
H 7.72861 9.14217 -0.55404
C 11.18937 5.70177 -2.39179
H 2.54726 3.15689 -1.24688
C -5.10693 -5.44466 -1.02783
H 0.88418 1.47002 -2.67479
S 10.78105 7.00000 -0.31735
O -7.80174 -0.76966 -5.40095
O -0.54020 -9.64975 -2.17290
H 7.61687 7.91522 1.54148
H 1.90221 4.77286 2.30697
C -4.26168 -3.26074 -0.14421
H -3.11112 -5.86892 0.65462
S 5.89189 6.29783 -0.24754
C -2.74257 -5.10824 -0.04084
H -4.92533 -5.83600 4.40196
C -2.62434 -10.67288 -1.98263
O 6.82725 7.33545 -1.01700
C -2.25886 -3.19700 -2.50809
H 0.33074 -6.62023 -0.60833
C 1.84242 3.17437 -0.40882
H 1.89623 6.77521 6.97647
O -6.05125 -5.62923 1.19856
H 2.89372 5.90236 1.44546
H -0.26268 2.73283 -0.17192
H -9.11543 -1.17549 -3.85589
H 10.50443 6.17363 -3.09865
O 10.55331 5.63702 -1.10770
H -2.96774 -0.71861 -2.02409
H 12.79619 7.02449 -3.04620
S -2.85993 -4.24918 6.58434
C 3.84360 4.01029 1.71407
H 5.95486 9.17100 -0.71150
O -1.59515 -3.97450 6.00435
C 6.81390 8.60365 -0.34516
H 4.00624 3.21991 0.98525
O 11.26878 6.69773 0.97687
C -1.70444 -9.65827 -1.33669
H -1.24888 -3.65127 0.65054
O 11.96327 7.56529 -1.23213
O -0.96821 -8.81679 -4.45594
H 11.42816 4.69698 -2.72649
H -4.35713 -3.59272 -2.74437
H -3.66825 -10.52467 -1.72249
H -7.60427 -2.11893 -3.85218
C -5.46405 -6.08270 0.27452
C -3.48757 -4.11599 -2.34301
O 0.66237 7.11067 5.35375
C -1.61936 -5.83349 -0.75428
C -1.16451 0.02198 -3.02421
H -4.88797 -6.23895 -1.74356
C 6.66657 8.23989 1.11545
H -5.52677 -5.42658 6.02738
S -0.93485 -10.00402 -3.68233
O -0.51480 5.04055 5.60133
H 1.44723 4.56761 6.03089
H -1.70968 -5.97585 -1.82557
H -1.63025 1.33465 -1.40784
H 3.60643 4.26528 3.82795
H 2.09556 5.32503 -0.60313
H 3.05059 2.70034 3.26052
O 0.17055 5.79256 3.35599
C -4.66835 -3.74530 4.95861
H -5.94791 -4.87510 -1.41591
C 0.87760 6.56606 6.66236
C -2.46134 -2.12510 -3.60020
H -0.85003 -0.15470 -0.92750
O 6.64299 5.11627 -0.02323
C 0.53490 1.36489 -1.64437
S -0.42717 6.24945 4.55762
H 0.17088 3.47750 -1.69469
H -0.38250 -0.67873 -3.32759
H 0.17396 7.03063 7.35550
H 6.24970 9.04571 1.71306
O -6.14479 0.20242 -3.96786
S -6.36603 -0.07605 -5.52777
O -3.47357 -5.53084 5.84716
C -2.52704 -0.70144 -3.02486
C 2.57937 4.85624 1.45744
*
```

Properties
DFT total energy   -157642.3487 eV
HOMO-LUMO gap   0.374 Eh

These are the Mulliken partial charges, in e, on atoms 1 to 99: number 1, O, carries -0.3263; number 2, C, carries -0.2853; number 3, H, carries 0.3063; number 4, H, carries 0.4841; number 5, H, carries 0.3217; number 6, O, carries -0.5528; number 7, H, carries 0.4269; number 8, N, carries -0.2054; number 9, C, carries -0.1366; number 10, H, carries 0.4332; number 11, O, carries -0.5616; number 12, O, carries -0.3341; number 13, H, carries 0.3684; number 14, C, carries -0.2187; number 15, C, carries -1.5548; number 16, H, carries -0.0969; number 17, H, carries 0.2906; number 18, C, carries -1.1490; number 19, H, carries 0.3025; number 20, O, carries -0.6081; number 21, C, carries -0.9887; number 22, H, carries 0.2942; number 23, O, carries -0.5349; number 24, O, carries -0.4276; number 25, H, carries 0.2954; number 26, O, carries -0.5170; number 27, H, carries 0.3085; number 28, O, carries -0.3220; number 29, C, carries -0.7609; number 30, C, carries -0.8867; number 31, H, carries -0.0869; number 32, C, carries 2.3000; number 33, O, carries -0.5689; number 34, H, carries 0.2611; number 35, H, carries 0.4229; number 36, F, carries -0.2288; number 37, H, carries 0.4774; number 38, H, carries 0.4653; number 39, H, carries 0.3689; number 40, O, carries -0.5274; number 41, H, carries 0.3791; number 42, H, carries 0.4006; number 43, H, carries 0.5561; number 44, H, carries -0.1524; number 45, C, carries -0.3495; number 46, C, carries -0.2609; number 47, H, carries 0.4597; number 48, H, carries 0.1707; number 49, C, carries -0.3120; number 50, H, carries 0.3396; number 51, C, carries -0.2970; number 52, H, carries 0.1651; number 53, C, carries -0.8515; number 54, H, carries 0.4309; number 55, S, carries 1.0332; number 56, O, carries -0.3249; number 57, O, carries -0.2801; number 58, H, carries 0.2692; number 59, H, carries 0.0722; number 60, C, carries -0.4021; number 61, H, carries 0.6988; number 62, S, carries 1.1643; number 63, C, carries 0.3173; number 64, H, carries 0.2739; number 65, C, carries -0.3353; number 66, O, carries -0.2635; number 67, C, carries -0.0864; number 68, H, carries 0.3483; number 69, C, carries -0.5131; number 70, H, carries 0.3095; number 71, O, carries -0.5090; number 72, H, carries 0.3281; number 73, H, carries 0.4644; number 74, H, carries 0.3130; number 75, H, carries 0.2779; number 76, O, carries -0.2929; number 77, H, carries 0.3111; number 78, H, carries 0.3012; number 79, S, carries 1.0859; number 80, C, carries 0.0681; number 81, H, carries 0.3255; number 82, O, carries -0.5269; number 83, C, carries -0.4590; number 84, H, carries 0.4113; number 85, O, carries -0.5678; number 86, C, carries 0.1603; number 87, H, carries 0.3434; number 88, O, carries -0.3120; number 89, O, carries -0.5325; number 90, H, carries 0.3071; number 91, H, carries 0.7998; number 92, H, carries 0.3125; number 93, H, carries 0.2122; number 94, C, carries 0.2802; number 95, C, carries -2.4477; number 96, O, carries -0.3155; number 97, C, carries -0.8909; number 98, C, carries -0.7897; number 99, H, carries 0.5236



Record 2
Entry from OMol25: a 6-piece molecular cluster, C33H60N2O12S5 overall at a distorted geometry (ωB97M-V/def2-TZVPD).

ORCA input file:
```
! RIJCOSX wB97M-V def2-TZVPD def2/J DEFGRID3
* xyz 0 1
S -6.29504 5.84791 -0.23564
C 2.47251 -2.82910 -1.82810
H -6.67656 3.30180 -2.25455
H -6.55401 2.52201 -5.20909
H 1.73005 -3.90826 5.42221
H 1.78641 4.93209 -2.48146
O -1.31230 1.10696 -3.41811
C 0.84076 -5.12325 -0.54742
H 5.35900 -1.89793 4.44659
H 3.50885 -0.17008 2.76676
C -4.43750 6.48311 1.50114
S 2.03938 -6.15554 6.14789
H 5.57054 1.14870 4.34923
H -3.05479 -2.10612 -3.46224
H -1.07333 -2.94351 -4.03361
H -3.35260 -1.39650 -0.77637
C 3.54476 -1.79744 -1.39508
S 2.07355 2.95218 -1.23054
C 3.23276 -7.14586 5.23371
H -3.05381 -3.30540 -2.16757
H -1.61563 -1.19458 -1.04548
H -8.81631 1.58573 -4.91512
H 1.67173 -3.48500 -3.74972
H 2.23771 5.30866 0.52661
C 6.86254 -0.01875 3.07693
C 1.88144 -4.86159 4.92137
H -0.57068 -3.65415 -0.22507
C -6.20540 2.81500 -3.10046
H -8.89944 2.21352 -3.27449
H 3.82909 2.87453 0.35511
O 0.79573 -6.87402 6.25938
H -0.44309 -1.91305 -2.78612
C -0.55972 -4.06981 -2.31167
H 0.73681 -1.75240 -1.07498
H -7.51924 3.82160 -4.50504
O 2.68756 -5.60821 7.31431
H 2.06176 -0.23251 -1.75513
N 1.35789 -6.07663 -0.17502
C 1.72712 -2.71623 0.48041
N 2.16396 -2.83987 1.53749
C -5.89380 4.55946 0.95409
H 6.62776 0.04910 5.23609
O -6.21079 5.30770 -1.57177
C -4.86183 6.87015 0.08802
H 4.64700 5.11139 0.05558
H -1.19052 0.93076 -1.41841
C -7.11502 2.82716 -4.32265
H 4.44359 -6.60809 3.50545
C 3.44105 -6.43072 3.89190
H 3.09473 -4.39140 3.18686
H 1.55265 -1.74783 -3.50785
H 4.23602 -1.70822 -2.23558
H 4.14838 -0.75092 5.00389
C 4.33781 -0.87219 2.83928
O -7.47294 6.54637 0.20896
C 4.92405 -0.91433 4.25737
H 4.01744 -1.85319 2.50056
C 3.74886 3.26299 -0.65631
C 1.22466 -2.71171 -0.90688
C -7.54964 0.53880 -3.48676
O -2.81998 -0.04430 -2.25066
H -5.22430 3.24664 -3.28092
H 3.10778 -2.50026 -3.86650
H -5.85205 3.60294 0.43600
H 2.73384 -6.81389 3.15395
O -6.13418 0.91406 -1.26398
H 1.01870 -5.09959 4.29972
H 2.57192 6.49284 -0.73860
C 0.19350 -3.87774 -0.97818
H -5.11479 6.93415 2.22937
H 0.02901 -4.66495 -3.00809
H 2.83213 -8.14905 5.11311
H 4.14830 -7.18107 5.82110
C 3.93884 4.78450 -0.70432
H 3.65666 0.39375 -1.41049
C 3.17638 -4.93743 4.12328
H 7.47476 0.84689 2.83493
H 3.99678 -4.50224 4.70121
H -4.45877 4.58563 2.58873
H -3.42857 6.82860 1.72135
O 1.30087 2.40084 -0.14126
O 6.10979 -1.33639 0.91034
C 1.61399 4.67148 -1.43771
C 6.02236 0.15425 4.33699
C -2.58934 -1.27794 -1.54410
H -5.13647 7.91682 -0.01881
H 4.44351 2.73772 -1.30562
C -1.70294 0.70715 -2.37073
H 7.48218 -0.91341 3.13048
C -2.53976 -2.42509 -2.55760
H 4.34222 5.07697 -1.67601
C -4.54419 4.95270 1.56739
C -8.22314 1.80617 -4.02853
H -6.68827 4.54245 1.69746
C 2.55902 5.42778 -0.51061
C 2.17664 -2.62089 -3.31514
H 4.13446 -2.14920 -0.55062
H -7.27518 -0.14897 -4.28426
H 2.90341 -3.82284 -1.67433
O -4.90196 0.54685 -3.41589
H 2.69553 -0.29464 -0.09757
C 2.95604 -0.39562 -1.15358
H -4.09761 6.60589 -0.64261
C -1.08434 -2.77518 -2.95481
H 0.56234 4.79509 -1.18986
H -8.16362 0.02524 -2.75102
S -6.02562 1.08655 -2.69617
H -3.73274 4.50552 0.98989
O 5.28536 1.01094 1.23768
H -1.43352 -4.68056 -2.07307
S 5.65855 -0.27687 1.77620
O 2.10853 2.31213 -2.51951
*
```

Properties
DFT total energy   -116918.0755 eV
HOMO-LUMO gap   0.376 Eh

These are the Mulliken partial charges, in e, on atoms 1 to 99: number 1, S, carries 1.1084; number 2, C, carries 0.4418; number 3, H, carries 0.1438; number 4, H, carries 0.3279; number 5, H, carries 0.4603; number 6, H, carries 0.3565; number 7, O, carries -0.5253; number 8, C, carries -0.3360; number 9, H, carries 0.2087; number 10, H, carries 0.4188; number 11, C, carries -0.5902; number 12, S, carries 1.1598; number 13, H, carries 0.3011; number 14, H, carries 0.4588; number 15, H, carries 0.4573; number 16, H, carries 0.4118; number 17, C, carries -1.2306; number 18, S, carries 1.4158; number 19, C, carries -0.7054; number 20, H, carries 0.3931; number 21, H, carries 0.1880; number 22, H, carries 0.3568; number 23, H, carries 0.3714; number 24, H, carries 0.2737; number 25, C, carries -0.8349; number 26, C, carries -0.8168; number 27, H, carries 0.4526; number 28, C, carries -0.4611; number 29, H, carries 0.2706; number 30, H, carries 0.2376; number 31, O, carries -0.6774; number 32, H, carries -0.1493; number 33, C, carries -1.5063; number 34, H, carries 0.0165; number 35, H, carries 0.3650; number 36, O, carries -0.6645; number 37, H, carries 0.2910; number 38, N, carries -0.5454; number 39, C, carries -1.0269; number 40, N, carries -0.5444; number 41, C, carries -0.4129; number 42, H, carries 0.3836; number 43, O, carries -0.6017; number 44, C, carries -0.7130; number 45, H, carries 0.3480; number 46, H, carries 0.5504; number 47, C, carries -0.7429; number 48, H, carries 0.3930; number 49, C, carries -0.7544; number 50, H, carries -0.0112; number 51, H, carries 0.2297; number 52, H, carries 0.5824; number 53, H, carries 0.3564; number 54, C, carries -0.0248; number 55, O, carries -0.6770; number 56, C, carries -0.6198; number 57, H, carries -0.1072; number 58, C, carries -0.4683; number 59, C, carries 1.3245; number 60, C, carries -0.7694; number 61, O, carries -0.1925; number 62, H, carries 0.4606; number 63, H, carries 0.5685; number 64, H, carries 0.1646; number 65, H, carries 0.2889; number 66, O, carries -0.7700; number 67, H, carries 0.3478; number 68, H, carries 0.3664; number 69, C, carries 1.0017; number 70, H, carries 0.2993; number 71, H, carries 0.4162; number 72, H, carries 0.4282; number 73, H, carries 0.3395; number 74, C, carries -0.8105; number 75, H, carries 0.2652; number 76, C, carries 0.0160; number 77, H, carries 0.4388; number 78, H, carries 0.1727; number 79, H, carries 0.3361; number 80, H, carries 0.3478; number 81, O, carries -0.6868; number 82, O, carries -0.6994; number 83, C, carries -0.8673; number 84, C, carries -0.6829; number 85, C, carries -0.4325; number 86, H, carries 0.3896; number 87, H, carries 0.4217; number 88, C, carries -0.0527; number 89, H, carries 0.3406; number 90, C, carries -0.9196; number 91, H, carries 0.3149; number 92, C, carries -0.6316; number 93, C, carries -0.6068; number 94, H, carries 0.3794; number 95, C, carries -0.5814; number 96, C, carries -1.7328; number 97, H, carries 0.2674; number 98, H, carries 0.3424; number 99, H, carries 0.4391



Q: Among the records above, which one has the highest DFT total energy?
A: C33H60N2O12S5



Q: Which value of HOMO-LUMO gap does entry 2 give?
A: 0.376 Eh